(1)
ORCA calculation (ωB97M-V/def2-TZVPD) on one molecule with the formula C4H3N3 at a distorted geometry.

Relative energy (zero: lowest compared OMol25 entry of this formula, charge and spin) = 53.97 kcal/mol
DFT total energy = -318.39872 Ha
Maximum force = 3.30 eV/A
SMILES = N#CC1=NN=CC1
Frontier orbital gap = 0.369 Eh

CARTESIAN COORDINATES (ANGSTROEM)
N1 3.2086 -0.8191 0.3255
C1 2.1416 -0.3513 0.2156
C2 0.7612 -0.0256 -0.0385
N2 0.6432 1.1656 -0.5535
N3 -0.7429 1.5073 -0.7912
C3 -1.4258 0.4624 -0.4649
C4 -0.5592 -0.5449 0.3442
H1 -2.5662 0.5244 -0.5234
H2 -0.6966 -0.3199 1.4837
H3 -0.7641 -1.5988 0.0025

(2)
ORCA calculation (ωB97M-V/def2-TZVPD) on a 2-piece molecular cluster, C3H11N3 overall at a distorted geometry.

Relative energy (zero: lowest compared OMol25 entry of this formula, charge and spin) = 38.11 kcal/mol
DFT total energy = -285.11710 Ha
Maximum force = 1.01 eV/A
SMILES = C=NC.NCN
Frontier orbital gap = 0.378 Eh

CARTESIAN COORDINATES (ANGSTROEM)
C1 1.5184 -1.4214 0.6661
N1 2.0170 -1.3094 -0.4846
C2 2.4189 0.0282 -0.9174
H1 1.2512 -2.4216 1.0075
H2 1.2852 -0.6076 1.3612
H3 1.5607 0.7129 -0.9702
H4 3.1633 0.4699 -0.2606
H5 2.7548 -0.0506 -1.9505
N2 -1.3453 0.0817 -0.9358
C3 -1.5204 0.3548 0.5029
N3 -2.6647 1.2214 0.7072
H6 -2.2312 -0.1878 -1.3475
H7 -0.7033 -0.6992 -1.0105
H8 -0.5747 0.7930 0.8384
H9 -1.7100 -0.5933 1.0174
H10 -2.5939 2.0480 0.1202
H11 -2.6258 1.5810 1.6560

(3)
ORCA calculation (ωB97M-V/def2-TZVPD) on C24H29Br10F3N2O3S2 as an isolated structure at a distorted geometry.

DFT total energy = -28103.23888 Ha
Maximum force = 1.78 eV/A
Frontier orbital gap = 0.276 Eh

CARTESIAN COORDINATES (ANGSTROEM)
O1 -6.2256 0.4801 -1.9823
S1 -5.2477 -0.5143 -2.3066
O2 -5.6209 -1.4324 -3.3367
C1 -3.6801 0.2541 -2.6466
C2 -3.2791 1.2110 -1.7703
C3 -2.0241 1.8626 -1.9361
C4 -1.2225 1.5225 -2.9785
C5 0.1296 2.2243 -3.0933
O3 0.8722 2.0617 -1.8888
C6 1.8283 1.0844 -1.9140
C7 1.6979 -0.1194 -2.5887
C8 2.7174 -1.0509 -2.5535
C9 3.8912 -0.8304 -1.8553
C10 4.0003 0.3615 -1.1561
C11 2.9878 1.2974 -1.1894
C12 -1.6351 0.5521 -3.9241
N1 -0.9579 0.1307 -4.9925
S2 -1.8690 -0.9799 -5.6973
N2 -3.1487 -0.9993 -4.7302
C13 -2.8937 -0.1127 -3.7726
C14 -4.8773 -1.5623 -0.8002
F1 -4.8051 -0.7642 0.2634
F2 -5.7538 -2.5119 -0.6270
F3 -3.6581 -2.0738 -0.9736
H1 -3.9294 1.4719 -0.9481
H2 -1.7021 2.6215 -1.2251
H3 0.6703 1.8910 -3.9755
H4 -0.0996 3.2866 -3.1447
H5 0.8066 -0.3565 -3.1523
H6 2.6313 -1.9928 -3.0782
H7 4.6841 -1.5601 -1.8474
H8 4.8845 0.5802 -0.5729
H9 3.0941 2.2236 -0.6391
Br1 -0.3135 -3.5361 -1.4839
C15 -1.3805 -5.0855 -0.9863
C16 -1.3975 -5.2987 0.5046
Br2 0.2668 -6.0779 1.1435
H10 -0.9757 -5.9334 -1.5289
H11 -2.3837 -4.8701 -1.3494
H12 -2.1704 -6.0148 0.7761
H13 -1.5471 -4.3787 1.0606
Br3 4.1968 -6.1224 2.2543
C17 4.0881 -4.9754 3.8179
C18 2.8392 -4.1351 3.7930
Br4 2.9842 -2.6555 2.5389
H14 4.9989 -4.3856 3.8414
H15 4.0718 -5.6505 4.6702
H16 2.6723 -3.6741 4.7652
H17 1.9593 -4.7036 3.5032
Br5 0.2532 6.2854 -2.3962
C19 -1.2040 7.0446 -1.3507
C20 -1.3924 6.3119 -0.0503
Br6 -2.2892 4.6038 -0.3166
H18 -2.0870 7.0258 -1.9808
H19 -0.9146 8.0773 -1.1672
H20 -2.0421 6.8783 0.6140
H21 -0.4563 6.0975 0.4560
Br7 0.8755 -8.3099 4.0442
C21 0.6670 -8.2610 5.9783
C22 1.4270 -7.1203 6.5982
Br8 3.3351 -7.4963 6.6861
H22 0.9839 -9.2281 6.3546
H23 -0.4011 -8.1401 6.1455
H24 1.1182 -6.9728 7.6307
H25 1.3115 -6.1907 6.0495
Br9 1.7897 9.3290 2.9196
C23 1.5113 9.1018 1.0087
C24 1.2429 10.4162 0.3263
Br10 -0.5729 11.0378 0.6561
H26 0.6982 8.3923 0.8924
H27 2.4321 8.6589 0.6355
H28 1.3152 10.3069 -0.7539
H29 1.9107 11.2058 0.6540

(4)
ORCA calculation (ωB97M-V/def2-TZVPD) on C3H4CsO3 as an isolated structure at a distorted geometry.

Relative energy (zero: lowest compared OMol25 entry of this formula, charge and spin) = 60.14 kcal/mol
DFT total energy = -362.46206 Ha
Maximum force = 3.08 eV/A
Net charge = -1
Frontier orbital gap = 0.194 Eh

CARTESIAN COORDINATES (ANGSTROEM)
H1 2.5502 -5.8676 1.3928
Cs1 1.5640 -3.2062 0.4229
O1 -0.4793 2.1527 -0.1189
C1 0.0183 1.7209 -1.2971
C2 -0.5228 1.0388 0.8106
O2 0.1064 2.4694 -2.2545
O3 0.1496 0.4212 -1.3263
C3 -0.6051 -0.1788 0.0004
H2 -1.5195 0.6702 1.3326
H3 0.3067 1.1947 1.5155
H4 -1.5686 -0.4152 -0.4779

(5)
ORCA calculation (ωB97M-V/def2-TZVPD) on a 2-piece molecular cluster, C13H16F13NO4S overall at a distorted geometry.

DFT total energy = -2556.99959 Ha
Maximum force = 2.30 eV/A
Frontier orbital gap = 0.354 Eh

CARTESIAN COORDINATES (ANGSTROEM)
C1 -4.0303 1.7748 -0.4857
C2 -2.9232 1.2632 -1.4162
O1 -3.4421 1.0239 -2.7191
O2 -2.8940 -0.1656 -3.1976
C3 -1.5531 0.0446 -3.5344
O3 -1.2065 1.0369 -4.0493
N1 -0.7763 -1.0557 -3.2381
C4 0.5937 -0.7177 -2.8289
C5 0.8443 -0.8934 -1.3021
C6 1.2631 0.4292 -0.6650
F1 0.4778 1.4408 -1.0824
F2 2.4940 0.6835 -1.1600
C7 1.4179 0.3599 0.8899
F3 2.6393 0.6582 1.2588
F4 1.2671 -0.9300 1.2151
C8 0.3474 1.1339 1.7149
F5 -0.8542 0.9843 1.1887
F6 0.2714 0.4826 2.8853
C9 0.6653 2.6009 2.1180
F7 1.6363 2.5545 3.0162
F8 -0.3911 3.0757 2.7632
C10 1.0995 3.6137 1.0347
F9 1.5760 4.6626 1.7069
F10 2.1031 3.2015 0.2803
C11 -0.0474 4.1826 0.0996
F11 -1.1846 3.5482 0.2094
F12 -0.2844 5.4378 0.4224
F13 0.3723 4.2187 -1.1264
H1 -3.6812 1.6969 0.5449
H2 -4.9340 1.1802 -0.6076
H3 -4.2097 2.8256 -0.7118
H4 -2.1474 2.0306 -1.4897
H5 -2.4917 0.3679 -0.9599
H6 -1.2635 -1.5409 -2.4903
H7 0.9041 0.2805 -3.1306
H8 1.2613 -1.4053 -3.3491
H9 1.7204 -1.5339 -1.2079
H10 -0.0299 -1.3296 -0.8175
C12 0.4297 -4.9483 1.2833
S1 1.7031 -3.7423 1.6911
O4 2.6981 -3.7601 0.5853
C13 2.4022 -4.6735 3.0623
H11 -0.1149 -4.5858 0.4132
H12 0.8899 -5.9092 1.0514
H13 -0.2563 -5.0499 2.1246
H14 2.7328 -5.6526 2.7147
H15 1.6520 -4.7827 3.8458
H16 3.2536 -4.1172 3.4497

(6)
ORCA calculation (ωB97M-V/def2-TZVPD) on a 2-piece molecular cluster, C2H8NO2 overall at a distorted geometry.

Relative energy (zero: lowest compared OMol25 entry of this formula, charge and spin) = 50.88 kcal/mol
DFT total energy = -285.93737 Ha
Maximum force = 3.66 eV/A
Net charge = +1
Frontier orbital gap = 0.452 Eh

CARTESIAN COORDINATES (ANGSTROEM)
C1 -0.4147 1.2959 0.5883
N1 -1.3917 0.3685 -0.1482
H1 -0.0791 0.7408 1.3732
H2 -0.8777 2.2827 0.9028
H3 0.6660 1.2525 0.0030
H4 -0.9149 -0.3857 -0.6401
H5 -2.1953 0.1750 0.5073
H6 -1.7017 0.7480 -0.9862
O1 0.3257 -1.1497 -1.3102
C2 1.1314 -1.5798 -0.4866
O2 1.6609 -0.8971 0.5188
H7 1.4768 -2.6616 -0.4883
H8 2.3141 -0.1894 0.1663